1.
# C4H8N3

An isolated ion of composition C4H8N3 and charge +1 at a distorted geometry (ωB97M-V with the def2-TZVPD basis set, the Open Molecules 2025 dataset).

Structure (XYZ):
```
15
Properties=species:S:1:pos:R:3:forces:R:3
C -0.757193 -0.436610 0.491182 2.3 1.4 1.1
C 0.591335 -1.402815 0.565792 -2.6 -1.4 -1.2
C -0.609186 0.635901 -0.610510 -2.2 -3.2 0.3
C 1.830010 -1.131107 0.667906 -0.4 0.2 0.6
N 0.123676 1.692185 -0.361705 1.2 1.6 1.2
N -1.252511 0.496942 -1.818769 4.1 4.2 2.5
N 0.734785 1.737893 0.832575 -0.5 0.4 -2.2
H -1.660396 -1.027751 0.516222 0.0 -0.1 -0.4
H -0.645218 0.066137 1.519569 -1.0 -0.6 -1.6
H 2.718426 -0.658557 0.994701 0.6 0.2 -0.2
H 0.185442 -2.463486 0.420481 0.9 1.2 0.2
H -1.177515 1.314865 -2.424437 0.0 -0.4 0.0
H -1.908959 -0.139712 -2.050390 -2.4 -2.7 -0.4
H 0.911524 0.897431 1.334355 0.2 -0.7 0.6
H 1.293508 2.553527 1.069705 -0.3 0.0 -0.5
```
Positions in Å, forces in eV/Å.

Summary:
* charge: +1
* energy relative to the best compared isomer or geometry (same formula, charge and spin): 152.8 kcal/mol
* lowest unoccupied orbital energy (alpha / beta): -6.74 / -4.61 eV
* HOMO energy (alpha / beta): -12.59 / -14.13 eV
* DFT total energy: -8736.155 eV

Here is what Mulliken gives for the atomic charges, in e: atom 1 (C): -0.8232, atom 2 (C): -0.0265, atom 3 (C): 0.6764, atom 4 (C): -0.4623, atom 5 (N): -0.4102, atom 6 (N): -0.3017, atom 7 (N): -0.0625, atom 8 (H): 0.4743, atom 9 (H): 0.3224, atom 10 (H): 0.3980, atom 11 (H): 0.2829, atom 12 (H): 0.2777, atom 13 (H): 0.2041, atom 14 (H): 0.1499, atom 15 (H): 0.3009

---

2.
# C4H8N3

A 2-piece molecular cluster, C4H8N3 overall at a distorted geometry (ωB97M-V with the def2-TZVPD basis set, the Open Molecules 2025 dataset).

Structure (XYZ):
```
15
Properties=species:S:1:pos:R:3:forces:R:3
C 0.030575 0.989555 -0.591411 1.2 -0.3 -3.9
C -1.277101 1.243149 0.090593 0.1 -1.8 0.8
C 0.050589 -0.434185 -0.106511 0.5 1.9 2.1
C -1.130467 -0.236870 0.674256 2.0 5.4 3.9
N -0.861991 -1.363421 -0.542413 0.4 -7.0 -6.2
N 2.214839 -0.771114 0.397920 -0.6 -0.6 -4.3
N -1.682786 -1.441950 0.503121 -2.7 0.3 -0.3
H 0.036175 1.132695 -1.731858 -0.3 -0.6 1.5
H 0.952473 1.480345 -0.327794 -0.1 0.7 0.8
H -1.062200 1.919490 0.860375 -1.0 1.4 1.1
H -2.127145 1.322662 -0.561794 -0.4 0.6 0.0
H 2.540655 -0.878980 -0.651346 -0.8 0.8 2.8
H 2.649199 -1.518004 0.875180 0.3 -0.8 1.1
H 2.368590 0.133078 0.784168 0.5 0.5 0.2
H -2.701403 -1.576455 0.327512 0.9 -0.3 0.3
```
Positions in Å, forces in eV/Å.

Summary:
* charge: +1
* energy relative to the best compared isomer or geometry (same formula, charge and spin): 121.3 kcal/mol
* lowest unoccupied orbital energy (alpha / beta): -4.24 / -6.93 eV
* spin multiplicity: 3
* HOMO energy (alpha / beta): -11.76 / -14.90 eV
* DFT total energy: -8732.068 eV

Here is what Mulliken gives for the atomic charges, in e: atom 1 (C): -0.5915, atom 2 (C): -0.4331, atom 3 (C): 0.5810, atom 4 (C): 0.0770, atom 5 (N): -0.3829, atom 6 (N): -0.6329, atom 7 (N): -0.0278, atom 8 (H): 0.3003, atom 9 (H): 0.3022, atom 10 (H): 0.2774, atom 11 (H): 0.2988, atom 12 (H): 0.3346, atom 13 (H): 0.2660, atom 14 (H): 0.2845, atom 15 (H): 0.3465

---

3.
# C4H8N3O

A 2-piece molecular cluster, C4H8N3O overall at a distorted geometry (ωB97M-V with the def2-TZVPD basis set, the Open Molecules 2025 dataset).

Structure (XYZ):
```
16
Properties=species:S:1:pos:R:3:forces:R:3
C 1.121481 -2.051930 -0.509670 0.1 4.4 0.5
C 0.727343 0.416890 -0.266308 -1.7 3.6 -0.1
C -2.041024 -0.653152 0.619688 -0.3 -0.5 0.7
C 1.306021 1.216597 0.861696 -1.0 0.3 1.4
N 1.013030 -0.769153 -0.345545 1.6 -6.9 -1.6
N -2.791024 0.077194 0.054625 -1.9 1.0 -0.3
N -0.125171 1.014334 -1.134080 -0.2 -0.4 -1.8
O -1.235384 -1.343807 1.108512 0.1 0.0 0.0
H 0.401744 -2.604734 0.034055 -0.5 -1.0 0.4
H 1.924133 -2.429928 -1.123041 0.1 -0.3 -0.1
H 1.549322 2.219883 0.471091 0.0 -0.4 0.5
H 0.563743 1.283510 1.770182 1.2 -0.1 -1.9
H 2.182097 0.666766 1.221667 -0.1 0.5 0.0
H -0.432332 0.632674 -2.116995 0.9 0.8 3.0
H -3.778867 0.358637 0.239891 1.5 -0.6 -0.2
H -0.385112 1.966224 -0.885765 0.0 -0.4 -0.5
```
Positions in Å, forces in eV/Å.

Summary:
* charge: +1
* energy relative to the best compared isomer or geometry (same formula, charge and spin): 58.0 kcal/mol
* lowest unoccupied orbital energy: -4.44 eV
* HOMO energy: -14.53 eV
* DFT total energy: -10787.785 eV

Here is what Mulliken gives for the atomic charges, in e: atom 1 (C): -0.2033, atom 2 (C): 0.6720, atom 3 (C): 0.6173, atom 4 (C): -1.1579, atom 5 (N): -0.1107, atom 6 (N): -0.4274, atom 7 (N): -0.4148, atom 8 (O): -0.4695, atom 9 (H): 0.3417, atom 10 (H): 0.2880, atom 11 (H): 0.3878, atom 12 (H): 0.2764, atom 13 (H): 0.3590, atom 14 (H): 0.2840, atom 15 (H): 0.3065, atom 16 (H): 0.2508

---

4.
# C4H8N3O2

A 2-piece molecular cluster, C4H8N3O2 overall at a distorted geometry (ωB97M-V with the def2-TZVPD basis set, the Open Molecules 2025 dataset).

Structure (XYZ):
```
17
Properties=species:S:1:pos:R:3:forces:R:3
C 0.735624 1.722520 -0.109395 -2.5 0.4 2.3
C 2.126726 2.109931 0.049753 1.0 -0.8 -0.7
C -1.016364 -2.102991 -1.406648 -1.6 1.5 -0.6
C -0.864890 -1.671393 0.146204 -0.5 -1.9 0.3
N -1.525399 1.281506 2.808329 0.2 -1.3 -1.2
N -1.377369 0.496817 2.050096 -0.5 1.5 1.9
N -0.569832 -0.360468 -0.053112 2.8 4.1 -0.6
O -0.316217 2.201870 0.071074 1.5 -0.1 -1.2
O 0.677456 0.092455 0.041386 -3.4 -3.0 -0.4
H 2.236647 3.153094 0.055365 -0.3 1.6 -0.9
H 2.784092 1.625919 -0.673312 0.0 0.1 0.1
H 2.506266 1.938727 1.041909 -0.2 -1.1 0.6
H -2.043579 -1.746984 -1.634492 0.6 -0.5 -0.1
H -0.383466 -1.549376 -2.133458 0.0 -0.6 0.8
H -0.984173 -3.177830 -1.543481 0.4 -0.1 0.4
H -1.918279 -1.817831 0.654647 2.2 0.6 -1.1
H -0.067244 -2.195966 0.635135 0.3 -0.6 0.3
```
Positions in Å, forces in eV/Å.

Summary:
* charge: +1
* energy relative to the best compared isomer or geometry (same formula, charge and spin): 114.0 kcal/mol
* lowest unoccupied orbital energy: -6.65 eV
* HOMO energy: -16.03 eV
* DFT total energy: -12832.330 eV

Here is what Mulliken gives for the atomic charges, in e: atom 1 (C): 0.8365, atom 2 (C): -1.1146, atom 3 (C): -0.9680, atom 4 (C): -0.2096, atom 5 (N): -0.2770, atom 6 (N): 0.2750, atom 7 (N): -0.0263, atom 8 (O): -0.2854, atom 9 (O): -0.0404, atom 10 (H): 0.3855, atom 11 (H): 0.3524, atom 12 (H): 0.3390, atom 13 (H): 0.3447, atom 14 (H): 0.3246, atom 15 (H): 0.3425, atom 16 (H): 0.2964, atom 17 (H): 0.4247

---

5.
# C4H8N3O2

An isolated ion of composition C4H8N3O2 and charge +1 at a distorted geometry (ωB97M-V with the def2-TZVPD basis set, the Open Molecules 2025 dataset).

Structure (XYZ):
```
17
Properties=species:S:1:pos:R:3:forces:R:3
C -0.694437 1.047785 0.506277 -4.0 1.1 0.2
C -1.944150 -0.113683 -0.836086 -1.4 -0.5 -1.5
C 1.476974 0.693118 1.362767 1.9 2.5 3.5
C -1.163714 -1.924227 -2.219304 2.2 3.0 -1.1
N -1.946912 1.571934 0.420248 -1.0 0.1 0.5
N -2.807272 0.776999 -0.451208 2.8 0.0 1.0
N 0.254411 1.446538 1.296123 0.6 -1.7 -1.7
O -0.662766 -0.004447 -0.289799 0.3 0.0 -0.3
O -2.199199 -1.048589 -1.736812 -0.7 1.0 0.9
H 2.314250 1.291844 0.996435 -0.1 -0.3 -0.3
H 1.399315 -0.232207 0.964836 -0.3 -2.7 -1.8
H 1.700500 0.482816 2.448787 -0.2 0.4 -1.0
H -1.494394 -2.905513 -2.322378 -0.9 -1.5 0.4
H -0.406231 -1.756307 -1.428048 0.4 -1.1 -1.3
H -0.853642 -1.579813 -3.312318 -0.4 -0.4 2.5
H -2.459383 2.247342 1.069078 1.4 -1.3 -1.3
H 0.009985 2.018783 2.038105 -0.5 1.5 1.4
```
Positions in Å, forces in eV/Å.

Summary:
* charge: +1
* energy relative to the best compared isomer or geometry (same formula, charge and spin): 67.1 kcal/mol
* SMILES: C/[NH+]=c1/[nH]nc(OC)o1
* lowest unoccupied orbital energy: -3.26 eV
* HOMO energy: -13.81 eV
* DFT total energy: -12834.360 eV

Here is what Mulliken gives for the atomic charges, in e: atom 1 (C): 0.6437, atom 2 (C): 0.6850, atom 3 (C): -0.9393, atom 4 (C): -0.5335, atom 5 (N): -0.0211, atom 6 (N): -0.5138, atom 7 (N): -0.1088, atom 8 (O): -0.2947, atom 9 (O): -0.3195, atom 10 (H): 0.3038, atom 11 (H): 0.3827, atom 12 (H): 0.3426, atom 13 (H): 0.2654, atom 14 (H): 0.3053, atom 15 (H): 0.2401, atom 16 (H): 0.2989, atom 17 (H): 0.2632

---

6.
# C4H8N3O2S

An isolated ion of composition C4H8N3O2S and charge +1 at a distorted geometry (ωB97M-V with the def2-TZVPD basis set, the Open Molecules 2025 dataset).

Structure (XYZ):
```
18
Properties=species:S:1:pos:R:3:forces:R:3
C 3.524634 0.122313 -0.183143 -3.8 -0.5 -0.4
C 2.110091 -0.782809 1.023335 0.1 1.0 -0.5
C -3.225699 0.084532 -0.372821 0.4 2.3 2.6
C -1.922063 -0.599719 -0.250093 1.0 -1.8 1.0
N 3.408350 -0.610005 0.891904 1.1 -0.3 0.1
N 2.269371 0.397752 -0.696418 1.7 1.3 -1.4
N 1.362255 -0.193274 0.125427 -0.7 0.6 -1.0
O -0.417875 1.594064 -0.531875 -0.7 -0.4 0.6
O -0.575584 0.747797 1.829422 -0.7 -0.8 -1.0
S -0.671428 0.560741 0.421278 2.0 1.5 -1.2
H 4.357235 0.338742 -0.740606 2.0 0.8 -0.9
H 1.653700 -1.186522 1.831383 -1.1 -1.6 2.3
H -3.512798 0.387366 0.659884 -0.7 -0.6 -0.7
H -2.989569 1.047072 -0.788176 -0.6 0.4 -1.1
H -3.936435 -0.491476 -0.919227 -0.5 -0.3 -0.2
H -1.676834 -1.027000 -1.197719 1.2 0.2 -0.7
H -1.887937 -1.419257 0.458378 -0.2 -0.1 0.3
H 2.130589 1.029691 -1.560932 -0.5 -1.6 2.1
```
Positions in Å, forces in eV/Å.

Summary:
* charge: +1
* energy relative to the best compared isomer or geometry (same formula, charge and spin): 34.9 kcal/mol
* SMILES: CCS(=O)(=O)[n+]1cnc[nH]1
* lowest unoccupied orbital energy: -5.54 eV
* HOMO energy: -15.25 eV
* DFT total energy: -23668.464 eV

Here is what Mulliken gives for the atomic charges, in e: atom 1 (C): -0.0131, atom 2 (C): -0.1570, atom 3 (C): -1.1498, atom 4 (C): -0.3081, atom 5 (N): -0.4481, atom 6 (N): -0.0871, atom 7 (N): -0.2071, atom 8 (O): -0.5035, atom 9 (O): -0.4514, atom 10 (S): 1.2663, atom 11 (H): 0.4182, atom 12 (H): 0.4756, atom 13 (H): 0.3566, atom 14 (H): 0.3838, atom 15 (H): 0.3525, atom 16 (H): 0.3784, atom 17 (H): 0.3976, atom 18 (H): 0.2960

---

7.
# C4H8N4

One molecule with the formula C4H8N4 at a distorted geometry (ωB97M-V with the def2-TZVPD basis set, the Open Molecules 2025 dataset).

Structure (XYZ):
```
16
Properties=species:S:1:pos:R:3:forces:R:3
C -0.574593 -1.359601 -2.216697 0.1 -0.8 0.0
C -0.642340 -2.345300 -1.142000 0.4 3.0 0.0
C 0.441499 0.254171 -0.892952 0.5 -0.3 1.1
C 1.290847 1.012908 1.208052 3.1 -2.7 0.4
N -0.101274 -0.157277 -1.929930 0.5 0.2 0.7
N -0.334129 -1.879581 0.046633 -0.2 -2.5 0.1
N -0.831114 1.718810 0.480747 -0.6 -0.6 0.8
N 0.412198 1.094021 0.125714 -2.7 0.6 -2.5
H -0.531242 -1.631983 -3.261040 -0.6 -0.1 0.0
H -0.969889 -3.339736 -1.383164 0.1 -0.5 0.1
H 2.255754 0.564255 0.749468 -1.2 1.1 1.1
H 1.434861 1.897391 1.788055 0.2 1.0 -0.3
H 0.978604 0.266163 1.954431 -0.3 0.0 -0.3
H -0.301434 -2.719183 0.700300 -0.1 1.5 -0.7
H -1.119217 2.442045 -0.133938 0.8 1.2 -0.9
H -1.594404 1.082497 0.305195 0.0 -1.0 0.5
```
Positions in Å, forces in eV/Å.

Summary:
* energy relative to the best compared isomer or geometry (same formula, charge and spin): 94.4 kcal/mol
* lowest unoccupied orbital energy: 0.78 eV
* HOMO energy: -7.47 eV
* DFT total energy: -10234.147 eV

Here is what Mulliken gives for the atomic charges, in e: atom 1 (C): -0.5661, atom 2 (C): 0.0327, atom 3 (C): 0.2360, atom 4 (C): -0.7296, atom 5 (N): -0.2897, atom 6 (N): -0.5526, atom 7 (N): -0.7450, atom 8 (N): 0.3285, atom 9 (H): 0.3247, atom 10 (H): 0.3992, atom 11 (H): 0.2991, atom 12 (H): 0.2653, atom 13 (H): 0.2955, atom 14 (H): 0.1976, atom 15 (H): 0.2397, atom 16 (H): 0.2646